No. 1
This record from OMol25 describes a cluster of 6 separate species, C12H36O6 in total in a non-equilibrium geometry. The level of theory is ωB97M-V with the def2-TZVPD basis set.

Spin multiplicity   2
DFT total energy   -929.7325 hartree
<S²>   0.75
Kohn-Sham gap (spin up / spin down)   9.30 / 2.74 eV
E_LUMO (spin up / spin down)   -3.157 / -9.715 eV
Charge   +1
ΔE to the lowest compared entry with this formula, charge and spin   89.9 kcal per mole

Last column: Löwdin spin population.
Element x y z (Å)
C 2.58417 4.91089 0.03261  0.000
C 2.49863 6.39225 0.55219  0.000
C 1.09570 6.84979 0.70898  0.000
O 3.13237 6.49327 1.86576  0.000
H 2.30866 4.91096 -1.02199  0.000
H 1.89832 4.20908 0.50713  0.000
H 3.61096 4.57054 0.16667  0.000
H 3.06034 7.11621 -0.03812  0.000
H 0.45895 6.39681 1.46889  0.000
H 0.52731 6.95162 -0.21550  0.000
H 1.09998 7.90143 0.99554  0.000
H 3.96212 6.03260 1.72121  0.000
C -0.75372 -0.46180 0.97431  0.071
C 0.73952 -0.64830 0.74982  0.139
C 1.27983 -1.68018 -0.21182  0.025
O 1.37532 0.57548 0.29973  0.632
H -1.26086 -1.09734 0.24836  0.020
H -1.20237 0.51303 0.78317  0.000
H -1.05903 -0.82170 1.95683  -0.001
H 1.18816 -0.91677 1.70624  0.088
H 0.69616 -1.80449 -1.12395  0.009
H 1.10522 -2.63343 0.28712  -0.001
H 2.34586 -1.61433 -0.42941  0.000
H 1.08755 1.36801 0.75872  0.008
C -1.34185 -4.19668 -3.00757  0.000
C -0.63276 -5.46196 -2.37465  0.000
C 0.46481 -5.24094 -1.33488  0.000
O -1.72364 -6.02058 -1.65117  0.000
H -2.13504 -4.45384 -3.70959  0.000
H -0.80957 -3.48444 -3.63804  0.000
H -1.75201 -3.67569 -2.14244  0.000
H -0.26943 -6.11473 -3.16837  0.000
H 1.14806 -4.44885 -1.64125  0.000
H 0.96733 -6.19100 -1.15336  0.000
H -0.05664 -4.80730 -0.48156  0.000
H -1.34720 -6.69656 -1.08288  0.000
C 1.14232 -0.95588 -4.64826  0.000
O 0.24783 -0.90797 -5.74365  0.001
H 1.18888 0.08579 -4.33065  0.000
H 0.80938 -1.57774 -3.81727  0.000
H 2.21009 -1.10783 -4.80601  0.000
H -0.52478 -0.39711 -5.49125  0.000
C -0.86810 2.29327 3.41858  0.001
O -0.02100 2.54303 2.38042  0.005
H -0.71622 2.89656 4.31360  0.000
H -1.92014 2.31712 3.13442  0.000
H -0.82761 1.22231 3.61730  0.001
H 0.84876 2.71307 2.74947  0.000
C -4.09001 -2.20470 3.42164  0.000
O -4.57811 -1.68776 4.65342  0.000
H -3.36293 -3.01426 3.48547  0.000
H -5.02564 -2.39235 2.89488  0.000
H -3.48821 -1.45528 2.90753  0.000
H -5.31551 -1.09159 4.50368  0.000



No. 2
This record from OMol25 describes a cluster of 10 separate species, C10H34BF7O17S4 in total in a non-equilibrium geometry. The level of theory is ωB97M-V with the def2-TZVPD basis set.

DFT total energy   -3997.4861 hartree
Kohn-Sham gap   6.86 eV
E_LUMO   3.581 eV
Charge   -2
ΔE to the lowest compared entry with this formula, charge and spin   0.0 kcal per mole

Last column: Mulliken charge in e.
Element x y z (Å)
C 4.61842 1.02379 3.71994  0.632
F 3.53244 0.76079 2.95810  -0.200
F 4.22332 1.80754 4.72874  -0.243
F 5.14908 -0.10054 4.19065  -0.226
S 5.88775 1.91504 2.69016  1.119
O 7.05361 1.99893 3.54919  -0.707
O 6.08925 0.99178 1.57994  -0.674
O 5.29868 3.19522 2.37370  -0.636
B 0.42758 1.11988 0.18121  0.758
F -0.85749 0.86949 0.70678  -0.180
F 0.52672 2.40121 -0.43083  -0.629
F 1.31090 1.00294 1.24312  -0.238
F 0.79954 0.19274 -0.80842  -0.174
O -4.12442 4.88157 2.52384  -0.657
S -3.48123 3.59832 2.62268  1.195
O -3.74832 2.77474 3.77806  -0.663
O -3.82756 2.78324 1.28179  -0.313
C -3.98551 1.35631 1.37877  -0.005
C -4.06918 0.80449 -0.04810  -1.185
C -1.71814 3.82587 2.39114  -0.367
H -4.89816 1.19840 1.94936  0.438
H -3.12115 0.85104 1.80910  0.190
H -3.96626 -0.27652 0.04668  0.283
H -3.29793 1.16740 -0.72527  0.151
H -5.00493 1.06864 -0.54438  0.439
H -1.58602 4.54263 1.58605  0.265
H -1.31551 2.85130 2.12582  -0.133
H -1.29132 4.18072 3.32439  0.402
O -0.65855 -4.48461 2.26021  -0.643
S -1.04355 -3.81930 1.03449  1.027
O -0.31516 -3.99933 -0.19970  -0.472
O -2.56342 -4.32226 0.61386  -0.425
C -2.89909 -4.60562 -0.75387  0.151
C -2.48848 -6.01717 -1.17678  -1.089
C -1.38855 -1.98802 1.30457  -0.530
H -2.45432 -3.79425 -1.33077  -0.015
H -3.98615 -4.55221 -0.73904  0.340
H -2.02647 -6.00144 -2.16077  0.256
H -3.42658 -6.58046 -1.20355  0.374
H -1.93600 -6.58602 -0.43205  0.317
H -0.37603 -1.59114 1.31833  0.103
H -1.80402 -1.90996 2.30770  0.482
H -2.05185 -1.52142 0.58722  0.045
O -0.82527 -0.46724 -5.89782  -0.662
S -0.88402 -0.83453 -4.49790  1.222
O -2.06528 -1.38880 -3.89966  -0.608
O 0.33631 -1.86071 -4.19370  -0.412
C 0.17796 -2.82989 -3.12863  0.274
C 1.53280 -3.38387 -2.82662  -1.088
C -0.24885 0.55550 -3.50732  -0.556
H -0.43540 -3.66808 -3.47318  0.277
H -0.39326 -2.37024 -2.32217  0.155
H 2.26833 -2.58427 -2.72671  0.061
H 1.84945 -3.91092 -3.73346  0.394
H 1.63581 -4.09274 -2.01025  0.298
H -0.85576 0.82132 -2.64947  -0.001
H -0.25966 1.39036 -4.21001  0.482
H 0.79036 0.34330 -3.28737  0.174
O 3.42487 -0.08952 -1.71672  -0.637
H 3.67489 -0.61550 -2.48319  0.316
H 2.50332 -0.34038 -1.53744  0.214
O 2.76520 3.90394 -0.34387  -0.581
H 1.97249 3.34313 -0.36404  0.271
H 3.17493 3.77420 -1.20379  0.263
O 3.14943 -1.59841 0.60661  -0.710
H 3.72046 -1.08664 0.01498  0.410
H 2.42163 -1.00028 0.80971  0.206
O 0.49973 5.90127 0.41062  -0.545
H 0.31600 5.06398 -0.03081  0.262
H 0.40731 6.56491 -0.27943  0.266
O 1.29997 3.53568 2.28461  -0.636
H 1.40098 2.93504 1.53149  0.025
H 1.43932 2.97567 3.05344  0.304



No. 3
This record from OMol25 describes the ion C3H12N3S with charge +1 in a non-equilibrium geometry. The level of theory is ωB97M-V with the def2-TZVPD basis set.

DFT total energy   -683.5803 hartree
SMILES   C[C@@H]([NH3+])NN(C)S
Kohn-Sham gap   9.15 eV
E_LUMO   -3.377 eV
Charge   +1
ΔE to the lowest compared entry with this formula, charge and spin   116.9 kcal per mole

Last column: Mulliken charge in e.
Element x y z (Å)
C -1.09800 1.66287 0.31774  -1.501
C -1.20145 0.18260 0.52929  0.030
N -1.46563 -0.44614 -0.82731  -0.255
N 0.12926 -0.22412 0.99754  -0.307
N 1.04792 -0.29298 -0.02806  -0.364
C 2.18740 -1.49971 0.36975  -0.737
S 2.03029 1.18917 -0.31835  -0.153
H -0.56119 2.26791 1.16919  0.307
H -2.01913 2.12519 -0.11724  0.379
H -0.40022 1.84372 -0.44417  0.551
H -1.89993 -0.08097 1.20816  0.410
H -1.36511 0.28337 -1.56938  0.392
H -0.58508 -1.05334 -0.86536  0.440
H -2.36632 -0.91688 -0.93447  0.327
H 0.55717 0.19107 1.79504  0.312
H 2.47887 -1.31696 1.41208  0.276
H 1.53702 -2.50475 0.37850  0.272
H 2.74543 -1.64130 -0.49494  0.444
H 2.78225 0.59041 -1.33963  0.178



No. 4
This record from OMol25 describes the molecule C5H11N. The level of theory is ωB97M-V with the def2-TZVPD basis set.

DFT total energy   -251.7398 hartree
Kohn-Sham gap   8.08 eV
E_LUMO   1.060 eV
Charge   0
ΔE to the lowest compared entry with this formula, charge and spin   77.0 kcal per mole

Last column: Mulliken charge in e.
Element x y z (Å)
C 0.32449 -2.09420 -0.05662  -1.018
C -0.24170 -0.81790 -0.60575  -0.340
C -0.75975 1.09100 0.02555  -0.337
C -1.46778 0.90970 1.33813  -0.990
N 0.33497 0.39285 -0.35110  0.185
C 1.59072 0.90632 -0.85431  -0.905
H 1.41205 -2.01434 0.08876  0.315
H 0.13609 -2.92567 -0.74594  0.303
H -0.10676 -2.36685 0.91819  0.227
H -1.04162 -0.85816 -1.33639  0.411
H -0.97826 2.01609 -0.52579  0.402
H -1.41009 1.83443 1.93412  0.312
H -2.53540 0.67942 1.22224  0.272
H -1.01076 0.09787 1.91293  0.243
H 2.20526 0.05399 -1.15654  0.304
H 2.11884 1.49029 -0.09382  0.309
H 1.41535 1.54233 -1.73316  0.308